Computed, not measured: a molecular structure, C55H50N5O5PReS, with the ωB97M-V functional and the def2-TZVPD basis.

Output
Largest force on an atom   1.0 eV/A
Total energy   -3593.74480 hartree
Frontier orbital gap (alpha / beta)   6.34 / 5.94 eV
Multiplicity   2
LUMO energy (alpha / beta)   -0.630 / -0.768 eV

XYZ file:
```
118
C55H50N5O5PReS the ωB97M-V functional and the def2-TZVPD basis
Re -0.251 -0.118 0.575
C 1.585 2.839 -0.642
C 2.290 1.561 -0.936
C 3.632 1.588 -1.313
C 4.314 0.412 -1.511
C 3.628 -0.782 -1.352
C 2.294 -0.743 -1.001
N 1.627 0.406 -0.777
C 1.481 -1.981 -0.952
C 1.929 -3.182 -1.481
C 1.035 -4.223 -1.625
C -0.295 -4.004 -1.324
C -0.673 -2.798 -0.764
N 0.234 -1.846 -0.479
C -2.097 -2.432 -0.572
C -3.098 -3.379 -0.677
C -4.414 -2.954 -0.627
C -4.671 -1.615 -0.446
C -3.617 -0.716 -0.280
C -3.934 0.702 0.080
N -2.344 -1.128 -0.373
H 1.779 3.573 -1.424
H 1.916 3.254 0.312
H 0.523 2.673 -0.552
H 4.121 2.547 -1.427
H 5.361 0.413 -1.785
H 4.134 -1.723 -1.496
H 2.948 -3.287 -1.817
H 1.358 -5.175 -2.027
H -1.032 -4.764 -1.531
H -2.867 -4.428 -0.780
H -5.223 -3.667 -0.717
H -5.686 -1.241 -0.398
H -4.799 1.047 -0.484
H -3.092 1.359 -0.078
H -4.160 0.773 1.146
O -2.699 3.447 1.700
S -1.441 3.246 1.038
O -0.307 3.979 1.547
O -1.133 1.823 0.811
C -1.743 3.916 -0.623
C -2.067 5.279 -0.564
C -2.404 5.987 -1.698
C -2.440 5.340 -2.928
C -2.117 4.002 -2.997
C -1.748 3.258 -1.866
P -1.286 1.495 -2.144
C -2.708 0.870 -3.149
C -2.613 -0.400 -3.726
C -3.695 -0.981 -4.368
C -4.910 -0.311 -4.436
C -5.025 0.943 -3.857
C -3.936 1.525 -3.219
C 0.072 1.592 -3.391
C 0.604 2.756 -3.940
C 1.698 2.706 -4.797
C 2.280 1.492 -5.128
C 1.773 0.322 -4.575
C 0.695 0.381 -3.706
H -2.058 5.769 0.401
H -2.651 7.039 -1.626
H -2.719 5.877 -3.826
H -2.151 3.503 -3.959
H -1.688 -0.958 -3.667
H -3.590 -1.965 -4.808
H -5.757 -0.763 -4.936
H -5.967 1.477 -3.897
H -4.057 2.498 -2.762
H 0.187 3.721 -3.684
H 2.095 3.627 -5.207
H 3.128 1.457 -5.800
H 2.231 -0.633 -4.801
H 0.357 -0.534 -3.231
C 1.521 -0.531 4.115
C 2.129 -0.562 2.702
C 2.370 -2.010 2.271
C 3.472 0.182 2.708
C 1.186 0.205 1.810
H 2.136 -1.123 4.800
H 0.515 -0.948 4.118
H 1.460 0.490 4.497
H 2.955 -2.527 3.037
H 2.952 -2.045 1.344
H 1.440 -2.558 2.121
H 4.195 -0.344 3.339
H 3.356 1.199 3.091
H 3.887 0.242 1.696
H 1.324 1.291 1.957
O -0.693 -3.263 1.886
C -1.229 -2.378 2.543
N -1.749 -2.587 3.794
C -2.484 -1.437 4.275
C -2.183 -0.441 3.113
O -2.597 0.692 3.106
N -1.384 -1.051 2.172
C -3.972 -1.763 4.369
C -4.506 -2.280 5.545
C -5.835 -2.677 5.604
C -6.651 -2.555 4.488
C -6.126 -2.035 3.313
C -4.797 -1.644 3.257
C -1.933 -0.886 5.585
C -0.910 -1.536 6.261
C -0.415 -1.022 7.455
C -0.936 0.150 7.976
C -1.962 0.805 7.301
C -2.462 0.289 6.117
H -1.952 -3.528 4.085
H -3.879 -2.363 6.426
H -6.236 -3.077 6.527
H -7.690 -2.854 4.537
H -6.756 -1.927 2.438
H -4.397 -1.242 2.337
H -0.486 -2.440 5.846
H 0.387 -1.538 7.970
H -0.547 0.556 8.902
H -2.369 1.726 7.696
H -3.248 0.808 5.582
```

These are the Löwdin partial charges, in e, on atoms 1 to 5: number 1, Re, carries 1.393; number 2, C, carries -0.022; number 3, C, carries -0.291; number 4, C, carries -0.008; number 5, C, carries -0.042